{
  "formula": "C9H16FNO6SSi2",
  "method": "ωB97M-V/def2-TZVPD",
  "species": ["H", "H", "H", "C", "C", "H", "H", "H", "H", "C", "H", "H", "C", "H", "O", "C", "H", "Si", "C", "H", "S", "O", "H", "O", "F", "O", "C", "C", "O", "H", "H", "C", "N", "H", "Si", "O"],
  "xyz": [[-0.768, 2.734, -3.063], [0.468, -1.570, 6.151], [1.827, -1.772, 4.033], [-0.253, -1.667, 0.356], [-0.694, 2.658, 0.836], [-0.622, -2.509, -0.305], [-1.827, 1.072, 1.833], [-2.233, 0.070, -0.694], [-3.455, -0.293, -2.509], [2.519, -1.465, 0.388], [1.925, -0.057, 3.923], [-1.620, -1.460, -2.895], [1.310, -1.638, 0.510], [-0.725, -1.777, 1.398], [2.404, -0.781, 6.362], [1.160, -0.757, 5.833], [3.550, -1.039, 0.267], [-0.838, 0.073, -0.251], [-1.623, -0.427, -3.381], [-0.416, 4.619, -0.395], [1.623, -0.327, -3.943], [-0.027, -0.825, 3.711], [-3.457, 0.340, -4.076], [0.286, 0.800, -1.343], [2.902, 0.752, -4.088], [1.271, -0.949, -5.236], [-0.555, 3.781, 0.339], [1.225, -0.862, 4.240], [2.095, -1.382, -3.018], [-1.573, -0.643, -4.507], [0.546, 0.149, 6.044], [-0.809, 1.171, 1.349], [-2.946, 0.290, -3.192], [0.038, 0.868, 2.052], [-0.114, 0.648, -2.978], [-0.231, 2.202, -3.691]],
  "e_homo_ev": 2.050,
  "gap_ev": 1.48,
  "total_charge": -2
}

=====

{
  "formula": "C9H16N2O",
  "method": "ωB97M-V/def2-TZVPD",
  "species": ["H", "C", "C", "H", "H", "C", "H", "H", "O", "C", "C", "H", "N", "H", "H", "N", "H", "C", "H", "H", "H", "H", "H", "H", "C", "C", "H", "C"],
  "xyz": [[1.780, -1.916, 0.681], [-4.128, -0.987, 0.970], [2.209, -0.969, 0.596], [-3.017, 2.741, -1.598], [-4.521, -0.683, 1.979], [-1.415, 1.176, -1.070], [3.866, -2.070, -0.236], [2.651, -0.713, 1.590], [4.006, 1.767, 0.749], [-0.292, -0.640, 0.140], [3.416, -1.093, -0.382], [-0.528, -1.029, 1.159], [-1.396, 0.051, -0.315], [-0.534, 1.525, -1.473], [1.097, 0.875, 0.891], [-3.579, 1.176, -0.342], [4.187, -0.281, -0.113], [1.066, 0.120, 0.257], [5.014, 1.218, -1.059], [-4.964, -1.316, 0.350], [-4.555, 1.685, -0.390], [-0.019, -1.451, -0.526], [1.376, 0.485, -0.743], [3.194, -0.802, -1.504], [-2.629, 1.819, -1.085], [-3.319, 0.157, 0.446], [-3.445, -1.971, 1.104], [4.479, 1.124, -0.075]],
  "e_homo_ev": -15.236,
  "gap_ev": 6.11,
  "total_charge": 2,
  "relative_energy_kcal_mol": 82.07
}

=====

{
  "formula": "C9H16N2O2",
  "method": "ωB97M-V/def2-TZVPD",
  "species": ["H", "C", "O", "H", "C", "C", "H", "H", "H", "H", "C", "H", "H", "N", "H", "C", "N", "C", "H", "C", "H", "O", "H", "H", "H", "C", "H", "H", "C"],
  "xyz": [[-2.164, -0.456, 0.923], [2.989, 1.308, -0.211], [4.465, -0.236, -1.195], [-0.115, -1.171, -0.092], [2.064, 1.427, 0.782], [-2.038, -0.151, -0.173], [3.603, 2.072, -0.646], [-3.052, -0.254, -0.688], [-2.922, 2.665, -0.789], [-0.757, -1.058, -1.690], [-1.689, -2.607, -0.406], [1.734, 2.436, 1.099], [-1.475, 3.279, 0.277], [1.330, 0.390, 1.279], [0.562, 0.432, 1.967], [-1.355, 1.204, -0.387], [2.672, -1.083, 0.093], [1.653, -0.929, 0.969], [-0.422, 1.256, 0.065], [3.476, -0.022, -0.468], [-2.623, -2.691, -0.978], [1.051, -1.891, 1.455], [-1.137, 1.303, -1.466], [-2.692, 1.926, 1.010], [-0.959, -3.377, -0.841], [-1.078, -1.265, -0.611], [2.913, -2.075, -0.053], [-1.873, -2.780, 0.672], [-2.160, 2.346, 0.102]],
  "e_homo_ev": -9.702,
  "gap_ev": 9.99,
  "total_charge": 0,
  "relative_energy_kcal_mol": 42.82
}

=====

{
  "formula": "C9H16N2O2",
  "method": "ωB97M-V/def2-TZVPD",
  "species": ["H", "H", "H", "C", "C", "C", "C", "H", "H", "C", "H", "H", "H", "N", "O", "H", "H", "H", "C", "C", "C", "H", "H", "H", "H", "C", "N", "O", "H"],
  "xyz": [[0.006, 2.691, -0.317], [1.504, 3.623, -0.477], [1.584, -1.334, 1.091], [1.540, 1.601, 0.624], [-1.655, -0.647, 1.545], [1.362, 0.323, -0.189], [1.903, -2.009, -0.983], [0.874, -1.917, -1.411], [2.682, 1.711, 0.579], [-2.628, 0.697, -0.530], [1.418, 1.514, 1.944], [-3.108, -0.524, -2.168], [-1.294, -2.530, 1.189], [-2.176, 0.483, 0.822], [-1.479, -0.761, 2.749], [0.479, 3.477, 1.105], [-2.204, -2.626, -1.176], [2.021, -3.052, -0.639], [0.896, 2.814, 0.147], [-1.996, -1.612, -0.766], [2.053, -0.959, 0.199], [1.748, 0.380, -1.341], [0.238, 0.112, -0.399], [-2.183, 1.444, 1.306], [3.060, -0.789, 0.442], [-2.441, -0.440, -1.263], [-1.688, -1.710, 0.633], [-3.134, 1.802, -0.952], [2.620, -1.763, -1.765]],
  "e_homo_ev": -9.801,
  "gap_ev": 9.65,
  "total_charge": 0,
  "relative_energy_kcal_mol": 89.87
}